Entry 1:
A single CH3N3O molecule in a non-equilibrium geometry. Source: the Open Molecules 2025 dataset; level of theory: wB97M-V/def2-TZVPD.

Positions of all 8 atoms, in Å:
O1 1.4196 1.6956 -1.3811
C1 0.7119 0.9521 -0.7247
N1 0.4005 -0.2939 -0.9208
N2 -0.3794 -0.4214 0.3048
N3 0.0685 1.0605 0.5121
H1 0.1058 -0.6922 -1.7971
H2 -1.4942 -0.4879 0.1773
H3 0.4828 1.4132 1.4583

Cartesian forces (eV/Å) of the 2 atoms listed first:
-0.8 -0.2 0.8
2.9 4.1 -0.2

Values from the calculation:
SMILES: O=c1[nH][nH][nH]1
ΔE to the lowest compared entry with this formula, charge and spin in eV: 3.1420
E_HOMO in eV: -9.4
DFT total energy in eV: -7600.4603
Multiplicity: 1
Kohn-Sham gap in eV: 10.2

---

Entry 2:
A single CH3N3O molecule in a non-equilibrium geometry. Source: the Open Molecules 2025 dataset; level of theory: wB97M-V/def2-TZVPD.

Positions of all 8 atoms, in Å:
N1 -1.3789 2.6947 -0.9493
C1 -1.0018 1.6341 -0.6281
O1 -0.7774 0.1623 -0.3515
N2 0.4150 -0.0244 0.6077
N3 0.9848 -1.1916 0.2665
H1 -0.0336 -0.0670 1.4938
H2 0.4835 -2.1676 0.1972
H3 1.3083 -1.0405 -0.6363

Cartesian forces (eV/Å) of the 2 atoms listed first:
1.0 -2.1 0.8
-0.2 -3.4 0.3

Values from the calculation:
SMILES: N#CONN
ΔE to the lowest compared entry with this formula, charge and spin in eV: 4.7562
E_HOMO in eV: -10.3
DFT total energy in eV: -7598.8461
Multiplicity: 1
Kohn-Sham gap in eV: 10.8

---

Entry 3:
2 unconnected molecules or ions with the total composition CH3N3O in a non-equilibrium geometry. Source: the Open Molecules 2025 dataset; level of theory: wB97M-V/def2-TZVPD.

Positions of all 8 atoms, in Å:
C1 -0.8326 0.4207 0.4895
N1 0.8630 -0.1954 -1.9812
N2 1.2210 -0.0384 -0.9418
N3 -0.3021 -0.5338 0.9912
O1 1.6883 0.1106 0.1261
H1 -1.4257 0.3469 -0.3863
H2 -0.6785 1.3766 0.9423
H3 -0.5334 -1.4873 0.7603

Cartesian forces (eV/Å) of the 2 atoms listed first:
-3.8 8.1 -1.9
-0.5 -0.2 -0.7

Values from the calculation:
ΔE to the lowest compared entry with this formula, charge and spin in eV: 3.8817
E_HOMO (alpha / beta) in eV: -5.5 / -10.9
DFT total energy in eV: -7595.5405
Multiplicity: 3
Kohn-Sham gap (alpha / beta) in eV: 6.7 / 8.8

---

Entry 4:
A single CH3N3O2 molecule in a non-equilibrium geometry. Source: the Open Molecules 2025 dataset; level of theory: wB97M-V/def2-TZVPD.

Positions of all 9 atoms, in Å:
N1 1.0847 1.2471 0.5710
N2 0.0697 0.4000 0.6555
N3 -0.0252 -0.4158 -0.3376
O1 0.6669 -0.3234 -1.3752
C1 -1.3516 -1.0370 -0.2759
O2 -1.8457 -1.5903 -1.2025
H1 1.7131 1.0991 -0.2181
H2 1.4526 1.5862 1.4428
H3 -1.7644 -0.9658 0.7402

Cartesian forces (eV/Å) of the 2 atoms listed first:
-0.1 -0.5 -0.9
0.5 -0.4 0.9

Values from the calculation:
SMILES: N/N=[N+](\[O-])C=O
ΔE to the lowest compared entry with this formula, charge and spin in eV: 3.9862
E_HOMO (alpha / beta) in eV: -9.2 / -9.2
DFT total energy in eV: -9647.4450
Multiplicity: 1
Kohn-Sham gap (alpha / beta) in eV: 9.1 / 9.1

---

Entry 5:
2 unconnected molecules or ions with the total composition CH3N3O3 in a non-equilibrium geometry. Source: the Open Molecules 2025 dataset; level of theory: wB97M-V/def2-TZVPD.

Positions of all 10 atoms, in Å:
C1 -0.9770 1.3600 1.3282
N1 1.1402 -0.8589 -1.2942
N2 0.1529 -0.9246 0.6247
N3 0.0259 -1.1062 -0.7928
O1 0.0466 1.9616 1.3210
O2 -0.9358 -1.5942 -1.3199
O3 -1.3715 0.2154 1.0903
H1 -2.0856 2.0188 1.4676
H2 1.2641 -1.2675 -2.2922
H3 0.9265 -0.1789 0.9213

Cartesian forces (eV/Å) of the 2 atoms listed first:
-3.0 4.9 0.3
1.9 -0.1 -1.8

Values from the calculation:
ΔE to the lowest compared entry with this formula, charge and spin in eV: 4.9719
E_HOMO (alpha / beta) in eV: -10.7 / -10.7
DFT total energy in eV: -11690.9113
Multiplicity: 1
Kohn-Sham gap (alpha / beta) in eV: 8.0 / 8.3

---

Entry 6:
A single CH3N3O3 molecule in a non-equilibrium geometry. Source: the Open Molecules 2025 dataset; level of theory: wB97M-V/def2-TZVPD.

Positions of all 10 atoms, in Å:
C1 -0.8348 -1.6631 -0.3432
N1 1.6113 0.8630 0.1587
N2 -0.8312 -0.3311 -0.4789
N3 -0.8493 0.8383 -0.1412
O1 -1.7071 1.6485 -0.2599
O2 -1.0972 -2.2471 0.6665
O3 0.3499 1.4418 0.4394
H1 -0.6032 -2.1352 -1.3098
H2 1.6986 0.0265 0.7517
H3 2.2629 1.5585 0.5167

Cartesian forces (eV/Å) of the 2 atoms listed first:
0.0 -0.3 0.1
-0.4 -1.3 -0.7

Values from the calculation:
ΔE to the lowest compared entry with this formula, charge and spin in eV: 4.2496
E_HOMO (alpha / beta) in eV: -7.6 / -10.1
DFT total energy in eV: -11687.8091
Multiplicity: 3
Kohn-Sham gap (alpha / beta) in eV: 8.4 / 6.5

---

Which value of multiplicity does entry 6 give?
3